# 1
{
  "formula": "C30H39B3F8O28",
  "method": "ωB97M-V/def2-TZVPD",
  "lumo_ev": -0.081,
  "charge": 0,
  "orbital_gap_ev": 10.118,
  "smiles": "CC(C)[C@H](C)COB1OBOBO1.O=C1OC[C@@H](F)O1.O=C1OC[C@@H](F)O1.O=C1OC[C@@H](F)O1.O=C1OC[C@@H](F)O1.O=C1OC[C@@H](F)O1.O=C1OC[C@@H](F)O1.O=C1OC[C@@H](F)O1.O=C1OC[C@@H](F)O1",
  "elements": ["C", "C", "C", "C", "C", "C", "O", "B", "O", "B", "O", "B", "O", "H", "H", "H", "H", "H", "H", "H", "H", "H", "H", "H", "H", "H", "H", "H", "O", "C", "O", "C", "C", "F", "O", "H", "H", "H", "O", "C", "O", "C", "C", "F", "O", "H", "H", "H", "O", "C", "O", "C", "C", "F", "O", "H", "H", "H", "O", "C", "O", "C", "C", "F", "O", "H", "H", "H", "O", "C", "O", "C", "C", "F", "O", "H", "H", "H", "O", "C", "O", "C", "C", "F", "O", "H", "H", "H", "O", "C", "O", "C", "C", "F", "O", "H", "H", "H", "O", "C", "O", "C", "C", "F", "O", "H", "H", "H"],
  "xyz": [[1.705, 4.619, 0.561], [1.033, 3.193, 0.066], [0.172, 3.541, -1.324], [0.006, 2.513, 1.146], [0.212, 2.991, 2.700], [0.038, 0.840, 1.133], [1.417, 0.358, 1.094], [1.616, -0.812, 0.231], [0.884, -1.173, -0.995], [1.789, -1.945, -1.873], [3.199, -1.436, -1.976], [3.690, -1.546, -0.557], [2.751, -1.728, 0.607], [2.568, 4.852, -0.230], [0.943, 5.502, 0.467], [2.251, 4.553, 1.602], [1.919, 2.513, -0.282], [-0.260, 4.626, -1.246], [0.955, 3.406, -2.213], [-0.659, 2.712, -1.459], [-1.091, 2.845, 0.816], [1.255, 2.559, 3.056], [0.113, 4.155, 2.833], [-0.658, 2.468, 3.327], [-0.646, 0.526, 0.241], [-0.525, 0.527, 2.134], [1.394, -2.916, -2.404], [4.870, -1.500, -0.436], [7.671, 0.611, 3.504], [6.774, -0.215, 3.522], [6.684, -1.268, 2.652], [5.591, -2.052, 3.086], [4.773, -1.070, 3.854], [4.119, -1.677, 4.869], [5.735, -0.199, 4.403], [5.959, -2.875, 3.708], [5.047, -2.471, 2.235], [4.066, -0.499, 3.243], [-3.730, 2.165, 1.739], [-3.949, 0.965, 1.755], [-3.333, 0.083, 2.600], [-3.955, -1.169, 2.392], [-4.509, -1.031, 1.016], [-5.648, -1.746, 0.880], [-4.831, 0.339, 0.926], [-4.732, -1.319, 3.149], [-3.229, -1.984, 2.469], [-3.805, -1.296, 0.220], [1.236, 7.546, -1.642], [1.095, 7.336, -2.835], [1.187, 8.300, -3.801], [1.095, 7.632, -5.043], [0.380, 6.375, -4.682], [0.772, 5.352, -5.474], [0.819, 6.112, -3.368], [2.102, 7.449, -5.432], [0.541, 8.231, -5.771], [-0.712, 6.460, -4.695], [-7.278, -1.916, -4.249], [-7.757, -1.798, -3.133], [-8.523, -0.737, -2.735], [-8.985, -1.043, -1.435], [-7.971, -2.025, -0.955], [-8.529, -2.919, -0.109], [-7.587, -2.703, -2.129], [-9.991, -1.470, -1.499], [-9.023, -0.146, -0.811], [-7.091, -1.569, -0.489], [2.682, 3.107, 7.526], [3.723, 2.494, 7.699], [4.942, 2.906, 7.235], [5.895, 2.001, 7.755], [5.073, 0.787, 8.025], [5.557, 0.104, 9.087], [3.812, 1.313, 8.373], [6.338, 2.423, 8.663], [6.691, 1.811, 7.030], [4.967, 0.116, 7.166], [-1.746, -3.700, 1.039], [-2.643, -4.526, 1.056], [-2.733, -5.579, 0.187], [-3.826, -6.363, 0.620], [-4.643, -5.381, 1.388], [-5.298, -5.987, 2.404], [-3.681, -4.509, 1.938], [-3.458, -7.186, 1.242], [-4.370, -6.782, -0.230], [-5.350, -4.810, 0.777], [-5.141, -5.455, -1.669], [-4.458, -5.118, -2.621], [-3.102, -4.944, -2.570], [-2.681, -4.688, -3.895], [-3.924, -4.169, -4.534], [-3.967, -4.502, -5.843], [-4.953, -4.863, -3.865], [-2.328, -5.620, -4.349], [-1.868, -3.958, -3.913], [-4.071, -3.090, -4.418], [5.756, 2.681, -5.001], [5.537, 1.481, -4.986], [6.153, 0.599, -4.140], [5.532, -0.654, -4.348], [4.977, -0.515, -5.725], [3.838, -1.231, -5.860], [4.655, 0.854, -5.814], [4.754, -0.803, -3.591], [6.257, -1.468, -4.271], [5.681, -0.781, -6.521]],
  "mulliken_charge": [-1.135, 0.634, -0.929, 0.079, -1.251, -0.226, -0.110, 0.687, -0.396, 0.539, -0.600, 0.427, -0.491, 0.295, 0.257, 0.278, 0.077, 0.209, 0.212, 0.296, 0.271, 0.204, 0.345, 0.285, 0.106, 0.166, -0.116, -0.159, -0.539, 0.577, -0.340, -0.268, 0.357, -0.310, -0.205, 0.302, 0.098, 0.319, -0.549, 0.510, -0.317, -0.171, 0.381, -0.344, -0.323, 0.306, 0.174, 0.324, -0.497, 0.583, -0.323, -0.447, 0.267, -0.269, -0.158, 0.288, 0.265, 0.268, -0.541, 0.617, -0.313, -0.456, 0.633, -0.317, -0.256, 0.283, 0.303, 0.076, -0.542, 0.657, -0.302, -0.399, 0.542, -0.296, -0.308, 0.281, 0.283, 0.074, -0.545, 0.674, -0.277, -0.488, 0.467, -0.322, -0.309, 0.301, 0.294, 0.264, -0.565, 0.649, -0.232, -0.462, 0.342, -0.312, -0.298, 0.282, 0.238, 0.291, -0.546, 0.637, -0.309, 0.231, 0.264, -0.269, -0.284, -0.170, 0.265, 0.254]
}

***

# 2
{
  "formula": "C30H39BCoF6IN9O",
  "method": "ωB97M-V/def2-TZVPD",
  "lumo_ev": [0.411, 0.401],
  "charge": 0,
  "orbital_gap_ev": [8.655, 8.660],
  "relative_energy_ev": 0.000,
  "multiplicity": 2,
  "s_squared": 0.76,
  "elements": ["Co", "C", "C", "C", "C", "C", "N", "N", "B", "N", "N", "C", "C", "C", "C", "C", "N", "N", "C", "C", "C", "C", "C", "H", "H", "H", "H", "H", "H", "H", "H", "H", "H", "H", "H", "H", "H", "H", "H", "H", "H", "H", "H", "H", "H", "C", "C", "O", "C", "F", "F", "F", "C", "F", "F", "F", "H", "H", "H", "I", "C", "C", "C", "C", "C", "N", "H", "H", "H", "H", "N", "C", "N", "C", "C", "C", "C", "C", "H", "H", "H", "H", "H", "H", "H", "H", "H", "H"],
  "xyz": [[0.034, 0.173, -0.239], [3.558, 0.877, 0.395], [3.134, -0.458, -0.107], [3.951, -1.509, -0.528], [3.085, -2.521, -0.899], [3.404, -3.851, -1.476], [1.832, -2.084, -0.688], [1.859, -0.827, -0.221], [0.511, -2.845, -0.793], [-0.253, -2.682, 0.539], [-0.678, -1.478, 0.958], [-1.433, -1.659, 2.037], [-2.111, -0.550, 2.759], [-1.479, -3.022, 2.339], [-0.718, -3.638, 1.363], [-0.415, -5.085, 1.220], [-0.385, -2.215, -1.872], [-1.035, -1.065, -1.621], [-2.027, -0.954, -2.499], [-3.053, 0.120, -2.458], [-1.988, -2.042, -3.375], [-0.929, -2.819, -2.946], [-0.421, -4.088, -3.527], [4.490, 1.176, -0.080], [3.733, 0.845, 1.470], [2.780, 1.608, 0.187], [5.022, -1.526, -0.558], [4.477, -3.948, -1.622], [2.910, -3.970, -2.436], [3.059, -4.644, -0.816], [0.703, -3.983, -1.027], [-1.879, 0.400, 2.289], [-1.797, -0.532, 3.802], [-3.191, -0.695, 2.734], [-1.985, -3.489, 3.158], [-0.858, -5.624, 2.052], [0.661, -5.251, 1.224], [-0.821, -5.480, 0.290], [-3.309, 0.338, -1.424], [-3.940, -0.202, -3.001], [-2.679, 1.027, -2.921], [-2.633, -2.229, -4.210], [-1.005, -4.338, -4.409], [-0.498, -4.904, -2.809], [0.625, -3.982, -3.807], [2.720, 1.019, -2.916], [1.330, 1.690, -2.824], [0.657, 1.612, -1.670], [1.548, 3.197, -3.158], [2.385, 3.419, -4.186], [2.076, 3.844, -2.112], [0.415, 3.851, -3.459], [0.521, 1.104, -4.019], [-0.735, 1.568, -4.098], [0.434, -0.228, -3.940], [1.079, 1.362, -5.219], [3.413, 1.527, -2.255], [3.095, 1.069, -3.937], [2.634, -0.021, -2.619], [1.965, -1.523, 3.093], [1.085, 0.392, 3.101], [0.748, 0.924, 4.337], [0.257, 2.217, 4.376], [0.183, 2.931, 3.186], [0.562, 2.305, 2.010], [0.961, 1.037, 1.960], [0.876, 0.342, 5.238], [-0.043, 2.660, 5.315], [-0.148, 3.957, 3.174], [0.553, 2.827, 1.064], [-1.508, 1.402, 0.203], [-1.903, 2.408, -0.223], [-2.389, 3.521, -0.656], [-3.017, 4.472, 0.245], [-3.825, 5.484, -0.563], [-4.630, 4.758, -1.635], [-3.704, 4.056, -2.643], [-2.299, 3.866, -2.061], [-2.256, 4.989, 0.847], [-3.673, 3.920, 0.928], [-3.156, 6.209, -1.025], [-4.490, 6.026, 0.109], [-5.281, 5.461, -2.154], [-5.266, 4.019, -1.144], [-3.615, 4.636, -3.563], [-4.125, 3.085, -2.906], [-1.703, 4.778, -2.174], [-1.774, 3.065, -2.578]],
  "mulliken_spin": [0.929, 0.002, 0.010, -0.001, 0.002, 0.000, -0.003, -0.013, -0.037, 0.004, 0.001, -0.004, 0.000, 0.000, 0.000, 0.000, -0.012, 0.072, 0.000, -0.002, 0.002, 0.002, 0.000, 0.000, 0.000, 0.000, 0.000, 0.000, 0.000, 0.000, 0.000, 0.000, 0.000, 0.000, 0.000, 0.000, 0.000, 0.000, 0.001, -0.001, 0.000, 0.000, 0.000, 0.000, 0.000, -0.001, 0.009, 0.013, -0.002, 0.000, 0.000, 0.000, 0.000, 0.000, 0.000, 0.000, 0.000, 0.000, 0.000, 0.002, 0.004, 0.001, 0.001, -0.002, -0.004, 0.025, 0.000, 0.000, 0.000, 0.002, -0.010, 0.011, -0.003, 0.001, 0.000, 0.000, 0.000, 0.001, 0.000, 0.000, 0.000, 0.000, 0.000, 0.000, 0.000, 0.000, 0.000, 0.000]
}

***

The records above yield total energy values of -112845.0315; -109914.6644 eV, respectively.
The records above yield strongest force on any atom values of 0.099; 0.033 Eh/bohr, respectively.